C2H3NP2 | ωB97M-V with the def2-TZVPD basis set

Summary:
Kohn-Sham gap, eV: 9.30
Total charge: 0
SMILES: C1=NC=P#[PH]1
Maximum force, eV/Å: 5.438
Highest occupied orbital energy, Eh: -0.3384
Energy above the lowest of the compared OMol25 structures with the same formula, charge and spin, kJ/mol: 171.9

The geometry in XYZ format:
```
8
Properties=species:S:1:pos:R:3:forces:R:3:mulliken_charge:R:1
C 0.7398 -0.4049 -0.3790 -1.0602 2.5132 -1.3874 -0.12
C -0.9290 1.3335 -0.2632 5.0867 1.3595 -1.3616 -0.05
N 0.7051 0.8436 -0.6729 -3.6354 0.8868 2.2775 -0.44
P -2.0908 0.2612 -0.0318 -1.9407 -0.9400 0.5356 -0.15
P -0.7537 -1.3817 -0.3024 0.1372 -1.4970 -1.1499 -0.10
H 1.7102 -0.7816 -0.2918 1.4587 -1.1902 -0.2202 0.45
H -0.9957 2.4092 -0.0463 0.1785 -0.4567 -0.6117 0.34
H -0.4987 -1.4791 1.0154 -0.2248 -0.6755 1.9178 0.06
```
Forces are in eV/Å.

***

C3H2N2O2 | ωB97M-V with the def2-TZVPD basis set

Summary:
Kohn-Sham gap, eV: 8.09
Total charge: 0
SMILES: N=C=C=NC1OO1
Maximum force, eV/Å: 0.531
Highest occupied orbital energy, Eh: -0.3360
Energy above the lowest of the compared OMol25 structures with the same formula, charge and spin, kJ/mol: 606.3

The geometry in XYZ format:
```
9
Properties=species:S:1:pos:R:3:forces:R:3:mulliken_charge:R:1
N 2.6564 -0.2126 0.6905 -0.5055 -0.0301 -0.0226 -0.53
C 1.4209 -0.2580 0.6628 0.3453 -0.0470 0.1213 0.37
O -0.6989 0.3835 -1.3830 0.0107 0.0950 -0.0995 -0.27
C -1.5176 0.2228 -0.2894 -0.1351 0.1218 0.0801 0.32
O -1.9040 -0.4860 -1.3960 -0.1237 -0.0893 -0.0078 -0.27
C 0.1856 -0.5339 0.9625 -0.1243 0.0590 -0.1126 0.25
N -1.0561 -0.5279 0.8412 0.5300 0.0272 0.0058 -0.53
H 3.0363 0.3304 -0.0896 0.0159 -0.0416 0.0830 0.30
H -2.1227 1.0816 0.0010 -0.0134 -0.0950 -0.0477 0.35
```
Forces are in eV/Å.

***

C9H7BrN2O2S2 | ωB97M-V with the def2-TZVPD basis set

Summary:
Kohn-Sham gap, eV: 8.93
Total charge: 0
SMILES: O=S(=O)(Cc1cccs1)c1ncc(Br)cn1
Maximum force, eV/Å: 4.842
Highest occupied orbital energy, Eh: -0.3443

The geometry in XYZ format:
```
23
Properties=species:S:1:pos:R:3:forces:R:3:mulliken_charge:R:1
O -1.1672 1.6315 -2.6356 1.0051 -1.0548 2.9454 -0.62
O -1.4356 3.2395 -0.8781 0.9115 -2.1715 1.2134 -0.66
Br 4.5089 0.2671 1.6834 -0.0071 0.1490 -0.1880 -0.13
N 1.5919 0.9524 -1.1349 -1.5230 0.8276 -0.7431 -0.48
N 0.6506 1.3780 0.9663 -1.7170 0.1480 -0.9271 -0.42
S -1.4581 -1.7099 -1.6811 0.2535 -0.3453 1.3592 -0.06
C -0.7843 -2.9375 -0.6254 -0.1990 0.3391 -0.7198 -0.37
C -0.7663 -2.5844 0.6775 -1.0569 1.3422 0.0104 -0.57
C -1.3385 -1.2417 0.8853 0.6167 -1.5166 -0.4530 -0.39
C -1.7771 -0.6922 -0.2985 0.3313 0.2064 0.6506 0.25
C 0.5362 1.3360 -0.3915 3.0072 -0.7857 1.7245 0.36
C 2.7832 0.7386 -0.5744 -0.5277 0.1928 0.4228 -0.10
C 1.7816 1.0307 1.5572 0.2579 -0.1122 -0.7323 -0.02
C 2.9249 0.7778 0.8029 -0.2962 -0.4044 0.0951 0.07
C -2.3308 0.7043 -0.4242 1.0926 -0.7645 -0.0276 -0.90
S -1.1071 1.8302 -1.1592 -1.3165 2.6705 -3.8190 1.08
H -0.4518 -3.8792 -1.0316 -0.0338 0.0271 -0.1389 0.44
H -0.5020 -3.2800 1.4612 0.2364 0.2209 0.0689 0.39
H -1.3340 -0.8050 1.8932 -0.3231 0.1326 -0.7478 0.40
H 3.6344 0.5113 -1.2087 -0.2305 -0.0492 -0.1283 0.45
H 1.8355 0.8716 2.6340 -0.3624 0.4419 -0.1192 0.38
H -3.2025 0.7737 -1.0542 -0.1035 0.1857 -0.5207 0.50
H -2.5916 1.0871 0.5364 -0.0153 0.3203 0.7743 0.42
```
Forces are in eV/Å.

***

CH3N | ωB97M-V with the def2-TZVPD basis set

Summary:
Kohn-Sham gap, eV: 11.18
Total charge: 0
SMILES: C=N
Maximum force, eV/Å: 1.898
Highest occupied orbital energy, Eh: -0.3647
Energy above the lowest of the compared OMol25 structures with the same formula, charge and spin, kJ/mol: 32.4

The geometry in XYZ format:
```
5
Properties=species:S:1:pos:R:3:forces:R:3:mulliken_charge:R:1
C 0.1243 0.3266 -0.4858 0.4992 -0.4388 0.1537 -0.24
N -0.2492 -0.4037 0.4829 -1.4194 1.2448 -0.1968 -0.47
H 0.9970 0.9837 -0.4105 -0.4709 0.6169 0.0572 0.21
H -0.3574 0.2591 -1.4605 0.3434 -0.5401 -0.1497 0.25
H 0.0014 0.0767 1.3504 1.0477 -0.8829 0.1356 0.25
```
Forces are in eV/Å.

***

C24H19N6O2STl | ωB97M-V with the def2-TZVPD basis set

Summary:
Kohn-Sham gap, eV: 8.43
Total charge: 0
Maximum force, eV/Å: 1.023
Highest occupied orbital energy, Eh: -0.3109

The geometry in XYZ format:
```
53
Properties=species:S:1:pos:R:3:forces:R:3:mulliken_charge:R:1
Tl 1.2224 -0.1777 -2.3970 0.3559 0.1223 0.0379 0.91
O 4.1160 -1.4569 0.7496 0.1221 -0.1512 0.3114 -0.74
C 3.1639 -1.1194 0.0623 -0.3532 -0.2589 0.4263 0.42
O 3.1830 -0.5126 -1.0381 -0.3279 0.4446 -0.8614 -0.71
C 1.7501 -1.4487 0.6292 0.1554 0.1506 -0.3222 0.12
C 1.6499 -2.0169 1.9159 -0.1041 -0.1145 0.2294 -0.73
C 0.4162 -2.2765 2.4374 0.1292 0.1104 -0.2041 -1.01
C -0.7333 -1.9629 1.6771 0.1014 0.1389 -0.3080 1.31
C -2.0473 -2.1778 2.1351 -0.2209 0.0260 -0.0451 -0.72
C -3.1198 -1.8447 1.3542 0.0323 -0.1113 0.2522 -0.59
C -2.9245 -1.2850 0.0813 0.1027 0.0831 -0.2370 -0.82
C -1.6614 -1.0707 -0.3948 -0.0906 0.0265 -0.0765 -0.34
C -0.5383 -1.3999 0.3897 -0.3258 -0.2282 0.4620 -0.15
N 0.6970 -1.1635 -0.1027 0.5976 -0.1051 0.0896 0.64
H 2.5721 -2.2228 2.4386 0.0142 -0.0120 0.0171 0.61
H 0.2870 -2.7089 3.4193 0.0671 -0.0491 0.1105 0.42
H -2.1915 -2.6057 3.1163 -0.0331 -0.0525 0.1065 0.41
H -4.1263 -2.0112 1.7094 -0.0449 -0.0135 0.0578 0.40
H -3.7844 -1.0286 -0.5205 -0.0339 0.0246 -0.0658 0.42
H -1.4790 -0.6476 -1.3754 -0.1243 0.0101 -0.0174 0.21
S -0.0126 5.9716 1.1173 -0.1864 -0.4519 0.1026 -0.10
C 0.3387 4.3791 0.3671 0.0886 0.2785 -0.0820 0.22
C -0.5077 3.8912 -0.6170 0.1683 -0.1576 -0.0517 -0.67
C -0.2852 2.6051 -1.0764 -0.1859 0.2154 0.0164 -0.24
N 0.6949 1.8326 -0.6316 0.0112 -0.0481 -0.1278 -0.05
C 1.5169 2.3157 0.2868 0.1695 0.1196 0.2395 -0.21
C 1.3801 3.5882 0.8257 -0.0463 -0.0205 -0.1512 -0.75
C -1.1772 5.1829 2.2422 0.2232 0.3640 -0.0794 0.37
C -2.4967 4.9835 1.8736 -0.0242 -0.0080 0.2088 -0.21
C -3.3045 4.2671 2.7456 -0.1055 0.1577 -0.3603 -0.42
N -2.8800 3.7766 3.8955 -0.3735 -0.2966 0.3763 -0.59
C -1.6234 3.9876 4.2412 0.3815 0.0701 0.0810 -0.41
C -0.7218 4.6856 3.4509 -0.2082 0.0081 0.0423 -0.21
H -1.3123 4.4926 -1.0117 -0.0582 0.0196 0.0113 0.44
H -0.9267 2.1693 -1.8313 -0.0730 0.0080 -0.1335 0.40
H 2.3134 1.6570 0.6064 0.1034 -0.0458 0.0115 0.39
H 2.0630 3.9513 1.5803 0.0048 -0.0225 0.0229 0.48
H -2.8808 5.3658 0.9409 -0.0336 0.0285 -0.0695 0.40
H -4.3422 4.0727 2.5060 -0.0655 0.0354 -0.0872 0.37
H -1.3182 3.5728 5.1932 0.0849 -0.0052 0.0613 0.37
H 0.3016 4.8319 3.7578 0.0873 -0.0054 0.0487 0.39
N 2.0686 -4.4676 -5.9510 0.1425 0.0638 -0.4336 -0.41
C 1.7804 -4.2985 -4.6431 -0.3037 0.0182 0.5401 0.38
C 1.7332 -3.0247 -4.0417 -0.0504 -0.2031 0.0105 -0.09
N 1.3469 -2.8709 -2.7910 0.2326 -0.2672 -0.1789 -0.04
C 1.0594 -3.9665 -2.0915 -0.1375 -0.2414 0.1232 -0.26
C 1.1366 -5.2212 -2.6757 -0.1019 0.2629 0.1031 -0.39
N 1.4727 -5.3923 -3.9432 0.1988 0.0959 -0.3777 -0.61
H 2.3921 -3.7062 -6.5179 0.0062 -0.0832 0.0080 0.19
H 2.0985 -5.4060 -6.3045 0.0806 0.0054 -0.0538 0.25
H 1.9947 -2.1293 -4.5922 -0.0129 0.0504 -0.1273 0.27
H 0.7494 -3.8358 -1.0670 -0.0199 0.0152 0.1483 0.29
H 0.8966 -6.1229 -2.1307 -0.0161 -0.0010 0.1951 0.38
```
Forces are in eV/Å.

***

C9H11N2O | ωB97M-V with the def2-TZVPD basis set

Summary:
Kohn-Sham gap, eV: 9.54
Total charge: +1
Maximum force, eV/Å: 5.563
Highest occupied orbital energy, Eh: -0.4688
Energy above the lowest of the compared OMol25 structures with the same formula, charge and spin, kJ/mol: 421.8

The geometry in XYZ format:
```
23
Properties=species:S:1:pos:R:3:forces:R:3:mulliken_charge:R:1
C 3.0619 1.1241 0.0806 1.8673 2.6789 0.5876 -0.30
C 3.4865 -0.1693 0.0375 -2.5511 -0.9057 0.0375 -0.27
C 1.7327 1.5171 0.1082 -0.5494 -2.9811 -0.9102 -1.05
C 2.6042 -1.2919 0.0190 0.3956 -0.4644 0.3396 -1.07
C 0.8395 0.4678 -0.0452 1.2225 -1.3213 0.2930 0.19
C 1.2905 -0.8899 0.0553 0.3445 1.9149 -1.3739 0.63
C -2.7428 -0.4448 0.8243 2.3156 2.6629 -3.1526 -0.67
C -2.8017 0.3443 -0.5285 -0.6236 0.1966 3.0903 -0.65
C -0.5302 -0.1282 -0.1782 -0.4415 0.3394 5.5351 0.81
N -1.5410 0.2415 1.3181 0.9488 -1.6208 -3.5516 -0.49
N -1.5796 -0.1157 -1.2359 1.6746 4.0026 2.1844 0.07
O 0.0130 -1.4438 -0.1585 -0.5874 -0.3584 0.0482 -0.50
H 3.8727 1.9667 0.1218 -1.6590 -1.7556 -0.1018 0.25
H 4.4964 -0.2850 -0.0084 2.6555 -0.8039 -0.0628 0.49
H 1.4877 2.4984 0.0770 -0.8642 2.8759 0.0364 0.55
H 3.0009 -2.3471 -0.0117 -0.7215 1.3714 0.0490 0.37
H -3.5534 -0.1977 1.3854 -2.4560 0.4750 1.6659 0.53
H -2.7018 -1.4540 0.5476 0.2886 -1.9437 0.4095 0.28
H -3.6372 0.0702 -1.0541 -1.9826 -0.1896 -1.7260 0.51
H -2.8153 1.3867 -0.0737 0.5621 -0.9165 -1.8953 0.34
H -1.2618 -0.2832 2.1237 1.4254 -0.4267 0.3893 0.26
H -1.4976 -1.0620 -1.4322 -0.8700 -2.5928 -1.4854 0.34
H -1.2235 0.4960 -1.9722 -0.3942 -0.2370 -0.4062 0.39
```
Forces are in eV/Å.

***

- total charge of number 3 (C9H7BrN2O2S2)?
  0